Entry 1:
C2H8N2 | the ωB97M-V functional and the def2-TZVPD basis

Calculated values
2S+1: 1
energy above the lowest of the compared OMol25 structures with the same formula, charge and spin: 68.0 kJ/mol
SMILES: NCCN
HOMO energy: -9.38 eV

Each line ends with the Löwdin charge.
Geometry (Å):
N: 1.243 0.387 -1.502  -0.02
C: 0.342 0.606 -0.310  -0.29
C: -0.561 -0.543 0.107  -0.22
N: -1.174 -0.440 1.583  -0.01
H: 1.410 1.325 -1.842  0.05
H: 2.176 0.200 -1.106  0.06
H: -0.202 1.530 -0.571  0.11
H: 0.897 0.811 0.606  0.09
H: -1.363 -0.652 -0.559  0.07
H: -0.005 -1.525 0.136  0.11
H: -1.627 -1.303 1.702  0.01
H: -0.454 -0.394 2.287  0.04

=====

Entry 2:
C9H58NO21 | the ωB97M-V functional and the def2-TZVPD basis

Calculated values
2S+1: 1
charge: -1
energy above the lowest of the compared OMol25 structures with the same formula, charge and spin: 33.6 kJ/mol
HOMO energy: -3.70 eV

Each line ends with the Löwdin charge.
Geometry (Å):
C: 1.229 -0.876 1.663  -0.01
C: 1.538 0.520 1.046  -0.48
C: 2.475 0.325 -0.157  -0.14
C: 1.786 -0.141 -1.415  -0.18
C: 0.624 0.782 -1.766  -0.14
C: -0.364 0.842 -0.590  -0.48
N: 0.327 1.238 0.634  -0.21
O: -0.548 1.590 1.677  -0.25
C: -1.249 -0.405 -0.519  -0.01
C: -1.295 1.998 -1.003  -0.03
C: 2.330 1.347 2.041  -0.04
H: 1.945 -1.075 2.465  0.07
H: 1.225 -1.697 0.947  0.06
H: 0.249 -0.800 2.145  0.08
H: 3.302 -0.344 0.065  0.09
H: 2.893 1.313 -0.400  0.12
H: 1.388 -1.164 -1.362  0.10
H: 2.471 -0.139 -2.275  0.11
H: 0.166 0.466 -2.699  0.09
H: 1.053 1.787 -1.885  0.11
H: -1.560 -0.770 -1.503  0.07
H: -2.140 -0.175 0.069  0.07
H: -0.824 -1.264 0.003  0.05
H: -0.838 2.985 -0.963  0.07
H: -2.174 2.031 -0.367  0.05
H: -1.696 1.820 -2.010  0.08
H: 2.662 2.328 1.695  0.08
H: 3.263 0.805 2.257  0.08
H: 1.902 1.506 3.023  0.06
O: -3.628 -1.529 2.452  -0.09
H: -3.673 -1.923 1.561  -0.02
H: -3.530 -0.582 2.284  -0.01
O: -1.777 -0.998 -4.244  -0.09
H: -1.414 -1.893 -4.142  0.00
H: -0.996 -0.448 -4.443  -0.02
O: 0.138 0.785 4.326  -0.10
H: -0.035 1.079 3.394  0.01
H: 0.067 1.596 4.842  0.05
O: -1.594 5.390 0.419  -0.09
H: -2.144 5.348 -0.380  -0.02
H: -0.741 4.999 0.172  -0.02
O: 0.166 0.658 -5.241  -0.04
H: 1.065 0.907 -5.002  0.06
H: -0.029 1.147 -6.047  0.06
O: -3.176 -2.900 0.159  -0.07
H: -3.402 -2.648 -0.765  0.03
H: -3.643 -3.734 0.295  0.08
O: -4.497 2.403 -2.010  -0.04
H: -5.361 2.106 -1.706  0.06
H: -4.020 1.594 -2.227  0.04
O: 1.429 -4.893 2.392  -0.06
H: 0.681 -4.280 2.323  0.00
H: 1.444 -5.349 1.545  0.03
O: -3.459 1.403 1.667  -0.09
H: -2.529 1.199 1.912  0.02
H: -3.357 2.134 1.052  0.01
O: 4.095 -4.207 0.875  -0.07
H: 3.176 -3.962 1.041  0.00
H: 4.532 -3.382 0.629  0.00
O: -3.947 -2.128 -2.358  -0.04
H: -4.215 -2.526 -3.192  0.06
H: -3.354 -1.404 -2.621  0.03
O: 0.988 4.041 0.520  -0.08
H: 1.804 3.948 0.022  0.02
H: 0.606 3.123 0.523  0.02
O: -3.947 5.034 -1.057  -0.06
H: -3.692 4.135 -1.314  0.01
H: -4.799 4.920 -0.628  0.04
O: 2.469 -0.326 5.371  -0.07
H: 2.115 -1.176 5.086  0.05
H: 1.859 0.322 4.959  0.01
O: 0.967 5.397 -2.833  -0.05
H: 1.792 5.644 -3.260  0.03
H: 1.092 4.483 -2.554  0.01
O: -1.369 -4.252 1.888  -0.06
H: -1.953 -3.611 1.446  0.01
H: -1.608 -4.185 2.820  0.07
O: 0.063 -3.069 -3.626  -0.05
H: 0.646 -3.400 -2.930  0.04
H: 0.544 -3.209 -4.449  0.05
O: 0.131 -3.831 -0.549  -0.05
H: -0.273 -4.259 0.218  0.00
H: -0.176 -2.918 -0.501  -0.01
O: 5.054 -0.050 4.444  -0.10
H: 4.123 -0.252 4.701  -0.02
H: 5.449 -0.904 4.249  0.02
O: 5.159 -1.817 -0.937  -0.05
H: 6.002 -1.490 -0.604  0.05
H: 4.540 -1.094 -0.782  0.00